Entry 1:
14 unconnected molecules or ions with the total composition C24H35Cl39N2O3P at a distorted geometry, computed with wB97M-V/def2-TZVPD.

```
! RIJCOSX wB97M-V def2-TZVPD def2/J DEFGRID3
* xyz -1 1
C -1.635 -0.248 2.660
C -1.044 -0.743 1.738
C -0.521 -1.669 0.662
C -1.755 -1.972 -0.226
O -2.520 -2.863 0.522
P -1.518 -3.898 1.579
C -0.379 -4.829 2.801
N -0.128 -6.266 2.522
C -1.340 -5.125 0.110
C -2.333 -6.301 0.195
C -3.754 -5.914 -0.300
C -4.905 -6.187 0.660
N -5.045 -5.276 1.822
C -5.861 -4.186 1.684
C -5.818 -3.340 0.436
O -6.611 -3.863 2.600
O -0.104 -2.906 1.106
H -2.315 0.200 3.341
H 0.276 -1.085 0.185
H -2.277 -1.063 -0.543
H -1.360 -2.514 -1.102
H -2.610 -4.719 2.028
H -1.855 -3.071 2.718
H -0.903 -4.782 3.759
H 0.540 -4.244 2.930
H 0.682 -6.316 1.911
H 0.163 -6.751 3.365
H -0.316 -5.498 -0.012
H -1.579 -4.641 -0.846
H -2.327 -6.773 1.178
H -1.935 -7.052 -0.501
H -3.729 -4.889 -0.664
H -3.957 -6.545 -1.175
H -4.881 -7.205 1.053
H -5.840 -6.111 0.085
H -5.287 -5.769 2.671
H -6.528 -3.732 -0.296
H -4.817 -3.281 0.010
H -6.089 -2.333 0.743
C -1.456 2.833 -0.485
Cl -0.797 1.617 0.613
Cl -2.934 2.225 -1.238
Cl -1.762 4.362 0.352
H -0.734 3.022 -1.271
C 3.218 2.976 0.768
Cl 4.630 3.930 0.281
Cl 1.747 3.908 0.552
Cl 3.133 1.470 -0.153
H 3.321 2.726 1.815
C -2.696 4.396 4.256
Cl -2.391 2.721 3.815
Cl -1.263 5.386 3.948
Cl -4.089 5.036 3.378
H -2.917 4.438 5.314
C 0.514 -2.366 -3.685
Cl 1.173 -3.326 -2.364
Cl -0.869 -3.183 -4.425
Cl 0.055 -0.763 -3.119
H 1.280 -2.252 -4.441
C -7.158 -7.524 4.149
Cl -7.028 -9.228 3.695
Cl -8.376 -7.307 5.408
Cl -5.600 -6.892 4.666
H -7.472 -6.964 3.276
C 0.109 -4.208 7.146
Cl 0.605 -5.803 6.566
Cl 1.497 -3.113 7.208
Cl -1.170 -3.547 6.143
H -0.269 -4.323 8.153
C -3.250 1.777 -5.039
Cl -2.840 0.122 -5.463
Cl -1.824 2.811 -5.126
Cl -4.547 2.411 -6.058
H -3.597 1.771 -4.013
C 6.450 1.568 -1.916
Cl 6.184 3.075 -2.797
Cl 6.996 0.297 -3.010
Cl 7.610 1.807 -0.607
H 5.508 1.262 -1.481
C 3.237 5.417 -3.023
Cl 3.478 7.080 -2.487
Cl 1.565 4.919 -2.777
Cl 3.709 5.228 -4.714
H 3.870 4.775 -2.422
C 0.810 9.106 4.176
Cl 1.090 7.418 3.754
Cl 2.245 10.081 3.849
Cl -0.588 9.742 3.310
H 0.602 9.158 5.236
C 7.711 -2.460 -6.386
Cl 8.423 -1.596 -7.751
Cl 8.406 -1.905 -4.864
Cl 5.958 -2.277 -6.376
H 7.940 -3.511 -6.498
C 4.567 11.217 -1.924
Cl 5.683 10.031 -2.595
Cl 3.763 10.577 -0.490
Cl 5.407 12.725 -1.546
H 3.812 11.429 -2.668
C 8.327 9.903 -6.116
Cl 9.846 9.477 -5.325
Cl 7.131 8.625 -5.899
Cl 7.718 11.442 -5.506
H 8.517 10.011 -7.175
*
```

Summary:
Frontier orbital gap (eV): 5.6257
LUMO level (eV): 1.424
E_HOMO (Eh): -0.1544
E (hartree): -19559.4132

---

Entry 2:
5 unconnected molecules or ions with the total composition C24H35Cl8N2O2 at a distorted geometry, computed with wB97M-V/def2-TZVPD.

```
! RIJCOSX wB97M-V def2-TZVPD def2/J DEFGRID3
* xyz 1 1
C -1.843 -2.407 6.226
C -1.881 -3.266 4.791
O -2.751 -2.494 3.891
C -2.652 -2.938 2.493
C -1.198 -2.685 1.780
C -0.755 -1.114 1.633
C -0.987 0.053 2.808
N -0.471 1.442 2.514
N 0.191 1.943 1.434
C 0.446 1.023 0.293
C 1.232 1.662 -1.038
C 0.363 2.855 -1.765
O 0.897 3.422 -2.876
C -1.082 3.452 -1.228
C -2.542 3.031 -1.900
C -3.944 3.682 -1.301
C -3.966 4.754 -0.034
C -2.527 5.194 0.635
C -1.146 4.550 0.028
C 0.023 -0.596 0.245
H -1.279 -1.389 6.033
H -2.926 -2.113 6.601
H -1.256 -2.976 7.073
H -0.764 -3.350 4.454
H -2.309 -4.328 5.084
H -3.478 -2.333 1.887
H -2.967 -4.069 2.453
H -0.334 -3.313 2.309
H -1.279 -3.147 0.684
H -1.514 -0.197 3.823
H -0.662 2.143 3.296
H 2.195 2.197 -0.578
H 1.619 0.825 -1.759
H -2.597 2.263 -2.806
H -4.976 3.383 -1.815
H -4.955 5.234 0.370
H -2.450 5.971 1.528
H -0.102 4.838 0.497
H 0.270 -1.305 -0.663
Cl 0.708 -4.779 -0.499
C 2.084 -5.396 0.448
C 1.728 -6.654 1.224
Cl 0.581 -6.326 2.547
H 2.426 -4.596 1.111
H 2.886 -5.613 -0.264
H 2.628 -7.075 1.683
H 1.288 -7.418 0.575
Cl 2.853 5.509 -6.631
C 2.473 5.488 -4.891
C 2.351 6.889 -4.313
Cl 3.918 7.735 -4.265
H 3.248 4.907 -4.381
H 1.523 4.957 -4.782
H 1.988 6.836 -3.283
H 1.652 7.503 -4.890
Cl 5.300 -3.023 1.741
C 4.848 -4.053 3.123
C 5.660 -5.338 3.170
Cl 5.252 -6.441 1.832
H 3.775 -4.256 3.058
H 5.029 -3.466 4.027
H 5.450 -5.877 4.099
H 6.735 -5.138 3.129
Cl -4.716 1.576 -7.004
C -3.224 2.484 -6.656
C -2.115 1.587 -6.128
Cl -2.471 0.966 -4.497
H -3.469 3.282 -5.947
H -2.910 2.949 -7.596
H -1.182 2.153 -6.055
H -1.942 0.731 -6.787
*
```

Summary:
Frontier orbital gap (eV): 5.9655
LUMO level (eV): -5.106
ΔE to the lowest compared entry with this formula, charge and spin (kcal/mol): 402.3
E_HOMO (Eh): -0.4069
E (hartree): -4876.1415

---

Entry 3:
7 unconnected molecules or ions with the total composition C24H35F3NO20 at a distorted geometry, computed with wB97M-V/def2-TZVPD.

```
! RIJCOSX wB97M-V def2-TZVPD def2/J DEFGRID3
* xyz 1 1
F 0.666 -2.041 3.315
C 0.119 -3.187 3.796
F 0.352 -3.242 5.119
F -1.213 -3.118 3.586
O 0.678 -4.285 3.221
C 0.143 -4.702 1.975
C 0.503 -3.764 0.834
C -0.305 -4.123 -0.397
O 0.149 -3.517 -1.582
C 1.174 -2.562 -1.410
C 2.369 -3.029 -0.594
N 1.934 -4.011 0.459
H -0.918 -4.915 2.005
H 0.627 -5.651 1.772
H 0.369 -2.725 1.101
H -0.236 -5.205 -0.538
H -1.351 -3.898 -0.209
H 0.773 -1.663 -0.949
H 1.552 -2.242 -2.368
H 2.802 -2.139 -0.145
H 3.157 -3.490 -1.174
H 2.546 -4.023 1.273
H 1.939 -4.949 0.061
C -3.556 -1.338 -3.913
C -2.087 -1.309 -4.262
O -1.527 -0.559 -3.169
C -2.365 -0.674 -2.113
O -2.102 -0.321 -1.007
O -3.525 -1.252 -2.479
H -4.057 -2.247 -4.231
H -4.098 -0.477 -4.306
H -1.636 -2.303 -4.269
H -1.885 -0.818 -5.209
C 6.491 0.399 -0.471
C 5.769 1.479 0.306
O 4.422 1.351 -0.191
C 4.266 0.112 -0.659
O 3.213 -0.363 -0.982
O 5.434 -0.549 -0.721
H 7.299 -0.068 0.084
H 6.872 0.753 -1.429
H 5.758 1.298 1.381
H 6.153 2.477 0.120
C -0.162 1.839 -7.722
C -1.281 2.651 -8.340
O -2.257 1.645 -8.635
C -2.044 0.593 -7.820
O -2.780 -0.330 -7.699
O -0.872 0.732 -7.151
H 0.387 2.377 -6.954
H 0.540 1.459 -8.465
H -1.715 3.367 -7.640
H -0.985 3.172 -9.246
C 2.310 5.438 1.745
C 2.905 4.047 1.830
O 4.177 4.222 1.196
C 4.518 5.537 1.288
O 5.586 5.963 1.004
O 3.480 6.266 1.740
H 1.669 5.684 2.585
H 1.760 5.602 0.818
H 3.066 3.723 2.861
H 2.318 3.296 1.306
C -1.501 4.190 3.619
C -2.610 4.869 4.398
O -2.015 6.125 4.737
C -1.039 6.393 3.843
O -0.466 7.421 3.743
O -0.795 5.304 3.061
H -1.867 3.538 2.830
H -0.822 3.628 4.264
H -3.497 5.051 3.790
H -2.897 4.330 5.296
C -4.527 -3.967 4.459
C -4.194 -2.566 3.986
O -5.460 -2.086 3.537
C -6.435 -2.789 4.176
O -7.583 -2.525 4.149
O -5.893 -3.840 4.848
H -3.919 -4.294 5.300
H -4.456 -4.707 3.658
H -3.840 -1.926 4.796
H -3.474 -2.546 3.175
*
```

Summary:
Frontier orbital gap (eV): 9.5418
LUMO level (eV): -3.072
E_HOMO (Eh): -0.4635
E (hartree): -2794.4933

---

Entry 4:
A molecular structure, C24H35N2Ti at a distorted geometry, computed with wB97M-V/def2-TZVPD.

```
! RIJCOSX wB97M-V def2-TZVPD def2/J DEFGRID3
* xyz 1 1
C 1.070 -1.976 0.412
C 1.956 -1.139 -0.365
C 1.439 -1.092 -1.703
C 0.172 -1.749 -1.724
C -0.058 -2.313 -0.422
Ti -0.020 -0.047 0.097
C -2.515 1.244 -0.565
C -2.106 0.784 0.697
H -2.000 1.503 1.525
C -1.932 -0.618 0.981
H -2.600 -1.338 0.504
H -1.688 -0.910 2.009
C -2.573 2.711 -0.849
H -1.965 3.293 -0.145
H -2.201 2.936 -1.857
H -3.606 3.090 -0.800
C -3.077 0.337 -1.602
H -2.919 -0.733 -1.408
H -4.167 0.484 -1.709
H -2.655 0.544 -2.599
C 3.254 -0.576 0.089
H 3.227 -0.313 1.153
H 4.069 -1.301 -0.058
H 3.515 0.331 -0.471
C 2.218 -0.641 -2.878
H 2.749 0.295 -2.675
H 2.975 -1.393 -3.153
H 1.586 -0.478 -3.755
C -0.630 -2.061 -2.931
H -0.659 -1.229 -3.644
H -0.202 -2.925 -3.461
H -1.664 -2.310 -2.673
C -1.082 -3.343 -0.096
H -2.036 -3.135 -0.597
H -0.754 -4.343 -0.425
H -1.267 -3.395 0.983
C 1.375 -2.593 1.731
H 0.455 -2.836 2.282
H 1.934 -3.536 1.602
H 1.998 -1.932 2.350
C 0.378 1.616 -1.300
C 1.065 2.722 -0.816
C -0.011 1.560 -2.641
C 1.401 3.768 -1.694
H 1.353 2.761 0.240
C 0.343 2.589 -3.521
H -0.587 0.714 -3.029
C 1.056 3.690 -3.043
H 1.938 4.639 -1.306
H 0.057 2.508 -4.577
H 1.338 4.490 -3.735
C -0.943 0.776 5.087
N 0.285 0.313 4.400
C 1.190 -0.585 5.159
C 0.378 0.391 3.120
N 0.652 0.508 1.962
H -0.814 0.600 6.160
H -1.823 0.224 4.725
H -1.108 1.845 4.897
H 1.074 -1.628 4.830
H 2.238 -0.286 5.017
H 0.924 -0.510 6.218
*
```

Summary:
Frontier orbital gap (spin up / spin down) (eV): 7.0349 / 7.0342
LUMO level (spin up / spin down) (eV): -3.402 / -3.403
ΔE to the lowest compared entry with this formula, charge and spin (kcal/mol): 0.0
E_HOMO (spin up / spin down) (Eh): -0.3836 / -0.3836
E (hartree): -1894.2368

---

Entry 5:
C24H35N3O2 in the gas phase at a distorted geometry, computed with wB97M-V/def2-TZVPD.

```
! RIJCOSX wB97M-V def2-TZVPD def2/J DEFGRID3
* xyz 0 1
C 1.546 -0.857 6.452
C 0.063 -1.475 6.233
O -0.669 -1.503 7.278
O -0.377 -1.999 4.964
C -1.833 -2.122 5.020
C -2.517 -2.508 3.614
C -1.548 -3.241 2.563
C -2.189 -3.253 1.057
C -2.036 -1.752 0.497
C -2.456 -1.569 -1.049
C -2.351 -0.062 -1.600
C -3.267 0.889 -0.659
N -3.955 1.603 0.032
C -0.809 0.494 -1.711
C -0.479 1.097 -0.256
N -0.155 1.474 0.845
C -0.820 1.580 -2.899
C -1.365 3.042 -2.502
C -0.251 4.219 -2.567
C -0.260 5.179 -1.248
N -0.154 4.418 0.032
C 0.241 -0.689 -1.973
C 1.748 -0.227 -2.230
C 2.372 1.162 -1.914
C 3.879 1.455 -2.206
C 4.850 0.366 -2.813
C 4.251 -1.045 -3.109
C 5.101 -2.297 -3.686
C 2.723 -1.313 -2.835
H 2.017 -1.413 7.353
H 2.203 -0.912 5.518
H 1.397 0.231 6.824
H -2.198 -2.898 5.793
H -2.229 -1.070 5.309
H -3.368 -3.263 3.851
H -3.038 -1.569 3.218
H -0.594 -2.584 2.464
H -1.181 -4.275 2.895
H -3.269 -3.652 1.058
H -1.535 -3.927 0.383
H -0.924 -1.456 0.654
H -2.634 -1.031 1.174
H -3.583 -1.852 -1.103
H -1.935 -2.340 -1.744
H -2.884 -0.053 -2.630
H -1.527 1.186 -3.733
H 0.198 1.730 -3.417
H -1.876 3.115 -1.481
H -2.174 3.335 -3.282
H -0.541 4.929 -3.441
H 0.800 3.832 -2.823
H -1.239 5.800 -1.181
H 0.654 5.896 -1.278
H -0.995 4.501 0.617
H 0.677 4.674 0.580
H 0.279 -1.483 -1.128
H -0.117 -1.271 -2.910
H 1.731 1.998 -1.478
H 4.365 2.469 -1.971
H 5.954 0.612 -3.024
H 4.755 -3.210 -3.058
H 6.232 -2.191 -3.464
H 4.886 -2.527 -4.785
H 2.308 -2.349 -3.084
*
```

Summary:
Frontier orbital gap (eV): 9.1572
LUMO level (eV): 0.429
SMILES: CC(=O)OCCCCCC[C@@H](C#N)[C@](C#N)(CCCCN)Cc1cccc(C)c1
ΔE to the lowest compared entry with this formula, charge and spin (kcal/mol): 256.3
E_HOMO (Eh): -0.3207
E (hartree): -1249.9035

---

Entry 6:
A molecular structure, C24H35N6OPSV, computed with wB97M-V/def2-TZVPD.

```
! RIJCOSX wB97M-V def2-TZVPD def2/J DEFGRID3
* xyz 2 2
V -0.792 -0.974 -0.653
C -3.436 -1.764 -1.793
C -3.267 -0.310 -2.182
N -1.822 0.008 -2.336
C -1.247 -0.413 -3.649
C -0.072 -1.349 -3.498
C 0.844 -1.607 -4.502
C 1.820 -2.567 -4.270
C 1.840 -3.254 -3.063
C 0.889 -2.934 -2.111
C 0.727 -3.659 -0.797
N -0.095 -2.895 0.190
C -1.297 -3.636 0.662
C -2.418 -3.476 -0.346
N -2.711 -2.040 -0.535
N -0.013 -1.979 -2.327
H -4.497 -2.017 -1.720
H -3.003 -2.402 -2.566
H -3.815 -0.097 -3.104
H -3.668 0.342 -1.403
H -1.720 1.016 -2.278
H -2.023 -0.937 -4.214
H -0.978 0.464 -4.238
H 0.793 -1.077 -5.444
H 2.555 -2.788 -5.032
H 2.575 -4.024 -2.871
H 0.228 -4.611 -0.998
H 1.696 -3.907 -0.362
H 0.498 -2.723 0.996
H -1.069 -4.692 0.821
H -1.592 -3.216 1.626
H -2.101 -3.875 -1.311
H -3.300 -4.040 -0.032
H -3.284 -1.723 0.244
C 3.695 0.068 -0.192
P 2.141 0.948 -0.338
C 2.378 2.242 -1.553
C 1.834 1.745 1.239
O 1.030 0.005 -0.761
H 4.480 0.728 0.179
H 3.990 -0.318 -1.168
H 3.586 -0.766 0.500
H 3.123 2.962 -1.210
H 1.439 2.769 -1.723
H 2.716 1.807 -2.494
H 2.662 2.403 1.507
H 1.719 0.993 2.021
H 0.921 2.341 1.191
S -1.561 3.178 4.581
C -1.570 2.009 3.233
C -1.915 2.405 1.946
C -1.783 1.504 0.908
N -1.342 0.247 1.067
C -1.087 -0.146 2.324
C -1.192 0.687 3.423
C 0.121 3.713 4.270
C 1.188 3.069 4.880
C 2.475 3.465 4.545
N 2.743 4.429 3.667
C 1.711 5.075 3.131
C 0.385 4.761 3.401
H -2.269 3.407 1.751
H -2.023 1.811 -0.105
H -0.762 -1.172 2.456
H -0.961 0.312 4.410
H 1.025 2.282 5.604
H 3.329 2.981 5.005
H 1.949 5.887 2.453
H -0.418 5.326 2.946
*
```

Summary:
Frontier orbital gap (spin up / spin down) (eV): 6.9913 / 6.2388
LUMO level (spin up / spin down) (eV): -5.197 / -5.240
<S²>: 0.818
E_HOMO (spin up / spin down) (Eh): -0.4479 / -0.4218
E (hartree): -3022.4939

---

What did the fifth record say?
C24H35N3O2 in the gas phase at a distorted geometry, computed with wB97M-V/def2-TZVPD.

```
! RIJCOSX wB97M-V def2-TZVPD def2/J DEFGRID3
* xyz 0 1
C 1.546 -0.857 6.452
C 0.063 -1.475 6.233
O -0.669 -1.503 7.278
O -0.377 -1.999 4.964
C -1.833 -2.122 5.020
C -2.517 -2.508 3.614
C -1.548 -3.241 2.563
C -2.189 -3.253 1.057
C -2.036 -1.752 0.497
C -2.456 -1.569 -1.049
C -2.351 -0.062 -1.600
C -3.267 0.889 -0.659
N -3.955 1.603 0.032
C -0.809 0.494 -1.711
C -0.479 1.097 -0.256
N -0.155 1.474 0.845
C -0.820 1.580 -2.899
C -1.365 3.042 -2.502
C -0.251 4.219 -2.567
C -0.260 5.179 -1.248
N -0.154 4.418 0.032
C 0.241 -0.689 -1.973
C 1.748 -0.227 -2.230
C 2.372 1.162 -1.914
C 3.879 1.455 -2.206
C 4.850 0.366 -2.813
C 4.251 -1.045 -3.109
C 5.101 -2.297 -3.686
C 2.723 -1.313 -2.835
H 2.017 -1.413 7.353
H 2.203 -0.912 5.518
H 1.397 0.231 6.824
H -2.198 -2.898 5.793
H -2.229 -1.070 5.309
H -3.368 -3.263 3.851
H -3.038 -1.569 3.218
H -0.594 -2.584 2.464
H -1.181 -4.275 2.895
H -3.269 -3.652 1.058
H -1.535 -3.927 0.383
H -0.924 -1.456 0.654
H -2.634 -1.031 1.174
H -3.583 -1.852 -1.103
H -1.935 -2.340 -1.744
H -2.884 -0.053 -2.630
H -1.527 1.186 -3.733
H 0.198 1.730 -3.417
H -1.876 3.115 -1.481
H -2.174 3.335 -3.282
H -0.541 4.929 -3.441
H 0.800 3.832 -2.823
H -1.239 5.800 -1.181
H 0.654 5.896 -1.278
H -0.995 4.501 0.617
H 0.677 4.674 0.580
H 0.279 -1.483 -1.128
H -0.117 -1.271 -2.910
H 1.731 1.998 -1.478
H 4.365 2.469 -1.971
H 5.954 0.612 -3.024
H 4.755 -3.210 -3.058
H 6.232 -2.191 -3.464
H 4.886 -2.527 -4.785
H 2.308 -2.349 -3.084
*
```

Summary:
Frontier orbital gap (eV): 9.1572
LUMO level (eV): 0.429
SMILES: CC(=O)OCCCCCC[C@@H](C#N)[C@](C#N)(CCCCN)Cc1cccc(C)c1
ΔE to the lowest compared entry with this formula, charge and spin (kcal/mol): 256.3
E_HOMO (Eh): -0.3207
E (hartree): -1249.9035